Molecular formula: C4H8OS2
Method: DFT, ωB97M-V/def2-TZVPD

```
! wB97M-V def2-TZVPD RIJCOSX def2/J DEFGRID3
* xyz 1 2
C 0.7627 -0.3384 1.2490
C 2.0818 0.3588 1.4369
O 3.1299 -0.1520 1.6848
C -0.4504 0.5746 1.2335
S -0.5326 1.3182 -0.4205
S -2.1956 -0.2695 -1.0229
C -1.2946 -0.6186 -2.5196
H 0.9449 -0.7812 0.2467
H 0.6835 -1.0989 2.0183
H 2.0211 1.4686 1.4541
H -0.5028 1.3725 1.9842
H -1.4015 0.0895 1.4272
H -0.2726 -0.9832 -2.3984
H -1.1781 0.3192 -3.1221
H -1.7956 -1.2596 -3.2513
*
```

ΔE to the lowest compared entry with this formula, charge and spin   20.4 kJ/mol
F_max   4.24 eV/A
Energy   -1028.4426 hartree
LUMO level (spin up / spin down)   -6.94 / -8.80 eV
HOMO-LUMO gap (spin up / spin down)   6.644 / 4.738 eV

---

Molecular formula: C4H5NO
Method: DFT, ωB97M-V/def2-TZVPD

```
! wB97M-V def2-TZVPD RIJCOSX def2/J DEFGRID3
* xyz 0 1
C -1.2061 0.5816 0.0104
C -1.3589 -0.6772 -0.0541
C -1.1495 1.8334 0.4043
C 2.2940 -0.5924 -0.2765
N -1.9737 -1.7520 -0.1028
O 1.9873 -0.8686 0.8575
H -1.9973 2.4397 0.6931
H -0.2539 2.5779 0.3325
H 3.4399 -0.8270 -0.5145
H 1.6483 -0.1436 -0.9866
H -1.4300 -2.5717 -0.3633
*
```

ΔE to the lowest compared entry with this formula, charge and spin   415.6 kJ/mol
F_max   4.41 eV/A
Energy   -285.2563 hartree
LUMO level   -0.12 eV
HOMO-LUMO gap   8.724 eV
SMILES   C=C=C=N.C=O

---

Molecular formula: C3H9NO2S
Method: DFT, ωB97M-V/def2-TZVPD

```
! wB97M-V def2-TZVPD RIJCOSX def2/J DEFGRID3
* xyz -2 1
C -0.4574 -0.1605 -0.7005
O -1.0909 1.0154 -1.1727
C 0.7492 0.1595 0.2086
C 1.0366 -0.9374 1.2344
S 1.7138 -2.4161 0.4429
N 1.9074 0.6162 -0.5561
H -1.1368 -0.7963 -0.1318
H -0.0504 -0.7119 -1.5539
H 0.3909 1.0420 0.7664
H 0.1260 -1.1662 1.8282
H 1.6534 -0.7083 2.1252
H 2.7230 0.5517 0.0579
H 2.1600 -0.2266 -1.0946
H -2.0345 1.0869 -0.9691
H -3.5524 0.9856 -0.4164
O -4.1379 1.6657 -0.0684
*
```

ΔE to the lowest compared entry with this formula, charge and spin   105.6 kJ/mol
F_max   2.19 eV/A
Energy   -723.0418 hartree
LUMO level   5.77 eV
HOMO-LUMO gap   6.036 eV

---

Molecular formula: C51H50As2FMoN4O4S5
Method: DFT, ωB97M-V/def2-TZVPD

```
! wB97M-V def2-TZVPD RIJCOSX def2/J DEFGRID3
* xyz 1 3
Mo -0.5303 -0.5308 1.8601
F 1.0678 0.9967 -4.2028
C 0.1748 1.6581 -3.4579
C 0.1201 1.5514 -2.0778
C -0.8090 2.3158 -1.4114
C -0.9123 2.0455 0.0239
O -0.2272 1.1612 0.5304
C -1.9308 2.7845 0.7002
C -2.8003 3.5635 0.0054
N -2.7024 3.7882 -1.3219
C -3.6434 4.7342 -1.9726
C -3.1165 6.0167 -2.6023
C -3.8517 6.0210 -1.2892
C -1.7411 3.1431 -2.0790
C -1.6899 3.2388 -3.4686
C -0.7606 2.4825 -4.1434
N -0.7825 2.5921 -5.5935
C 0.1068 3.6225 -6.0667
C 0.1484 3.5361 -7.6400
N -1.1128 2.7512 -8.0208
C -1.0312 1.3281 -7.6024
C -0.5177 1.2971 -6.1877
C -2.1672 2.7023 2.1397
O -3.1672 2.7523 2.7448
O -0.9538 2.7049 2.8649
H 0.7912 0.9092 -1.5291
H -3.6685 4.0131 0.4838
H -4.4655 4.2023 -2.4460
H -3.6996 6.4149 -3.4118
H -2.0548 6.2255 -2.6740
H -4.8817 6.4018 -1.2051
H -3.2612 6.2368 -0.4371
H -2.4750 3.8439 -4.0062
H 1.1585 3.5628 -5.7572
H -0.3503 4.5784 -5.8133
H 1.0422 3.0029 -7.9776
H 0.0201 4.5487 -8.0955
H -1.2859 2.7872 -9.0426
H -1.8831 3.1631 -7.5283
H -0.3558 0.8444 -8.2805
H -1.9916 0.8354 -7.6772
H 0.5492 1.0241 -6.2382
H -1.0395 0.5239 -5.6116
C 2.2374 -1.9183 3.9319
C 1.2666 -3.0507 3.7479
As 0.5530 -2.7783 1.8927
C 2.1434 -3.2621 0.8605
C 2.6754 -4.5689 0.7586
C 3.9680 -4.7537 0.2916
C 4.7049 -3.6420 -0.2000
C 4.1955 -2.3531 -0.1223
C 2.9149 -2.1660 0.3725
C -0.6325 -4.4556 1.7870
C -0.3045 -5.6391 2.4735
C -1.2023 -6.7173 2.5468
C -2.4574 -6.6330 1.9193
C -2.7855 -5.4612 1.2216
C -1.8582 -4.4080 1.1549
As 1.4628 -0.1757 3.3907
C 1.1447 0.4554 5.2734
C -0.1985 0.7235 5.5923
C -0.5236 1.1888 6.8400
C 0.4358 1.3097 7.8308
C 1.7485 0.9743 7.5381
C 2.0745 0.5027 6.2803
C 3.1077 0.8624 2.9842
C 3.0564 1.5641 1.7819
C 4.0392 2.5168 1.5037
C 5.0698 2.7825 2.3786
C 5.1539 2.0564 3.5808
C 4.2505 1.0479 3.8078
H 3.1503 -2.0828 3.3248
H 2.5814 -1.8630 4.9640
H 0.4661 -3.0181 4.4838
H 1.7937 -4.0211 3.8617
H 2.0204 -5.3968 1.0758
H 4.3564 -5.7538 0.2581
H 5.6642 -3.7815 -0.6667
H 4.7500 -1.5280 -0.5316
H 2.4982 -1.1763 0.4394
H 0.6293 -5.6838 2.9855
H -0.9224 -7.6307 3.0528
H -3.1951 -7.4394 2.0688
H -3.7348 -5.3393 0.6592
H -2.1325 -3.4596 0.6541
H -0.9200 0.6855 4.8228
H -1.5605 1.4261 7.0951
H 0.2430 1.7042 8.8261
H 2.5229 1.0479 8.2697
H 3.0935 0.2180 6.0720
H 2.2211 1.4858 1.1307
H 3.9858 3.0211 0.5593
H 5.7582 3.5967 2.1119
H 5.9719 2.2791 4.2771
H 4.3164 0.4856 4.7199
S -7.2987 -3.1989 2.9860
C -5.8407 -2.5513 2.7157
S -5.4477 -1.4256 1.4627
C -3.7651 -1.3165 1.8756
C -3.2980 -1.9603 2.9611
S -1.7117 -1.7285 3.6172
S -4.4855 -2.9987 3.6913
S -2.7630 -0.2426 0.9887
C 0.7477 -3.4292 -3.4388
C -0.4462 -3.3586 -2.4468
C -0.5391 -1.8836 -2.0523
O 0.7956 -1.4811 -1.9512
C 1.5946 -2.2161 -2.9003
H 0.3600 -3.2362 -4.4657
H 1.2705 -4.3847 -3.3543
H -0.1563 -3.9324 -1.5779
H -1.3307 -3.8111 -2.8394
H -1.0166 -1.7425 -1.0218
H -1.1393 -1.3370 -2.7731
H 2.4877 -2.6193 -2.4364
H 1.9525 -1.5911 -3.7185
N 0.8879 3.9174 1.8729
C 0.0253 3.3747 2.3878
*
```

ΔE to the lowest compared entry with this formula, charge and spin   313.8 kJ/mol
F_max   2.74 eV/A
Energy   -9123.5832 hartree
LUMO level (spin up / spin down)   -3.35 / -3.35 eV
HOMO-LUMO gap (spin up / spin down)   4.443 / 4.743 eV